[1]
The following is a quantum chemistry calculation of a cluster of 2 separate species, C4H8O2 in total, from the OMol25 dataset.

Computed properties:
Electronic energy, eV: -8368.439
Gap between HOMO and LUMO, hartree: 0.3398
Energy above the lowest of the compared OMol25 structures with the same formula, charge and spin, eV: 4.843
LUMO level, Eh: 0.03183
HOMO energy, eV: -8.38

Atoms and positions in Å:
C1 -0.65 -0.93 0.49
C2 -1.12 0.38 -0.09
O1 -0.19 1.36 -0.52
C3 0.93 1.36 0.34
C4 1.59 0.01 0.27
O2 0.64 -1.04 0.64
H1 -1.97 -2.60 -0.92
H2 -2.27 -2.90 -1.54
H3 -1.74 0.12 -0.95
H4 -1.80 0.79 0.67
H5 0.63 1.59 1.38
H6 1.61 2.15 0.00
H7 2.42 -0.10 0.97
H8 1.93 -0.20 -0.75

[2]
The following is a quantum chemistry calculation of a cluster of 4 separate species, C32H35BF3N2O19S2 in total in a non-equilibrium geometry, from the OMol25 dataset.

Computed properties:
Charge: -1
Electronic energy, eV: -106132.468
Gap between HOMO and LUMO, hartree: 0.1943
LUMO level, Eh: -0.00115
HOMO energy, eV: -5.32

Atoms and positions in Å:
O1 1.78 2.54 0.96
N1 1.04 2.08 0.15
O2 0.71 0.81 0.50
C1 -0.16 0.11 -0.53
C2 -1.56 0.27 0.07
O3 -2.01 1.62 -0.15
C3 -2.53 2.25 0.87
F1 -3.14 3.33 0.46
F2 -3.44 1.51 1.56
F3 -1.64 2.62 1.80
O4 -0.06 0.69 -1.73
B1 0.68 -0.18 -2.74
O5 1.07 -1.35 -1.90
C4 0.40 -1.37 -0.67
C5 -0.75 -2.40 -0.70
C6 -1.54 -2.35 -2.00
O6 -2.64 -3.28 -1.87
C7 1.41 -1.71 0.44
C8 1.96 -3.15 0.38
C9 3.47 -3.26 0.11
S1 4.53 -2.53 1.37
C10 5.11 -1.00 0.78
S2 6.05 -0.11 1.79
N2 4.77 -0.69 -0.56
C11 5.90 -0.79 -1.51
C12 5.81 0.29 -2.57
O7 5.82 1.60 -2.06
C13 4.95 1.80 -0.94
C14 4.04 0.60 -0.71
H1 -2.28 -0.41 -0.39
H2 -1.52 0.06 1.15
H3 -0.10 -0.50 -3.65
H4 1.66 0.40 -3.20
H5 -0.41 -3.43 -0.60
H6 -1.45 -2.24 0.13
H7 -1.89 -1.34 -2.24
H8 -0.89 -2.63 -2.84
H9 -3.09 -3.32 -2.73
H10 2.25 -1.03 0.35
H11 0.96 -1.52 1.41
H12 1.47 -3.73 -0.41
H13 1.76 -3.68 1.32
H14 3.73 -2.87 -0.87
H15 3.74 -4.32 0.13
H16 6.85 -0.71 -0.97
H17 5.87 -1.77 -2.01
H18 6.68 0.19 -3.23
H19 4.92 0.12 -3.20
H20 4.31 2.67 -1.14
H21 5.55 2.02 -0.05
H22 3.43 0.78 0.18
H23 3.35 0.49 -1.55
C15 -0.19 -7.90 -0.90
C16 -0.44 -9.04 -1.55
C17 -0.84 -9.08 -3.01
O8 -1.03 -10.19 -3.49
C18 -0.98 -7.84 -3.73
C19 -0.73 -6.68 -3.08
C20 -0.30 -6.66 -1.62
O9 -0.08 -5.55 -1.16
O10 -0.83 -5.49 -3.63
O11 -0.37 -10.25 -1.00
H24 0.10 -7.87 0.15
H25 -1.28 -7.87 -4.76
H26 -0.62 -4.83 -2.93
H27 -0.60 -10.88 -1.72
C21 -5.93 2.34 3.63
C22 -6.67 3.42 3.34
C23 -8.12 3.54 3.75
O12 -8.69 4.58 3.44
C24 -8.75 2.45 4.47
C25 -8.01 1.37 4.76
C26 -6.55 1.25 4.36
O13 -5.99 0.22 4.70
O14 -8.46 0.31 5.41
O15 -6.22 4.47 2.68
H28 -4.89 2.24 3.34
H29 -9.78 2.54 4.75
H30 -7.69 -0.30 5.47
H31 -6.97 5.09 2.61
C27 1.53 7.58 2.09
C28 1.77 6.39 1.52
C29 2.12 6.26 0.04
O16 2.34 5.13 -0.33
C30 2.15 7.45 -0.78
C31 1.90 8.63 -0.20
C32 1.59 8.77 1.28
O17 1.39 9.91 1.68
O18 1.90 9.80 -0.84
O19 1.74 5.24 2.15
H32 1.29 7.69 3.14
H33 2.38 7.35 -1.84
H34 1.69 10.46 -0.15
H35 1.93 4.53 1.48

[3]
The following is a quantum chemistry calculation of the molecule C14H20N2O4 in a non-equilibrium geometry, from the OMol25 dataset.

Computed properties:
Electronic energy, eV: -26011.721
Gap between HOMO and LUMO, hartree: 0.3317
Energy above the lowest of the compared OMol25 structures with the same formula, charge and spin, eV: 2.940
LUMO level, Eh: 0.01912
Structure (SMILES): CC(C)[C@H](N)C(=O)N[C@@H](Cc1ccc(O)cc1)C(=O)O
HOMO energy, eV: -8.51

Atoms and positions in Å:
C1 1.53 1.68 1.35
C2 0.72 0.49 1.75
C3 1.91 1.81 -0.15
C4 2.64 3.17 -0.34
C5 0.67 1.76 -1.04
C6 0.39 -1.92 1.38
C7 0.91 -2.97 0.28
C8 -1.21 -1.88 1.45
C9 -1.81 -1.54 0.14
C10 -2.14 -0.18 -0.09
C11 -1.94 -2.44 -0.91
C12 -2.75 0.22 -1.25
C13 -2.54 -2.12 -2.08
C14 -3.07 -0.81 -2.19
H1 3.47 0.99 2.13
H2 2.49 1.98 3.16
H3 0.74 2.45 1.65
H4 2.61 1.01 -0.49
H5 2.83 3.49 -1.45
H6 1.87 3.85 0.11
H7 3.55 3.25 0.30
H8 0.22 0.76 -1.19
H9 0.94 2.19 -2.07
H10 -0.12 2.49 -0.63
H11 1.68 -0.49 0.30
H12 0.91 -2.14 2.35
H13 -1.50 -1.13 2.24
H14 -1.61 -2.80 1.86
H15 -2.06 0.62 0.69
H16 -1.39 -3.46 -0.82
H17 -3.33 1.22 -1.34
H18 -2.65 -2.87 -2.87
H19 -4.45 0.22 -3.26
H20 0.54 -1.56 -0.98
N1 2.74 1.79 2.17
N2 0.88 -0.62 0.95
O1 -0.13 0.64 2.58
O2 1.28 -4.07 0.58
O3 -3.72 -0.55 -3.32
O4 0.88 -2.53 -0.98

[4]
The following is a quantum chemistry calculation of a cluster of 2 separate species, CH2O2S in total in a non-equilibrium geometry, from the OMol25 dataset.

Computed properties:
Electronic energy, eV: -15996.245
Gap between HOMO and LUMO, hartree: 0.3931
Energy above the lowest of the compared OMol25 structures with the same formula, charge and spin, eV: 3.690
LUMO level, Eh: 0.01925
HOMO energy, eV: -10.17

Atoms and positions in Å:
C1 -0.41 -0.60 0.05
O1 0.88 1.82 -0.26
O2 0.85 -0.61 0.68
S1 0.95 0.43 -0.63
H1 -0.97 -1.46 -0.40
H2 -1.30 0.43 0.56